[1]
Below is a 2-piece molecular cluster, CH5N4 overall in a non-equilibrium geometry, with properties calculated with ωB97M-V/def2-TZVPD.

Geometry as ORCA input:
```
! wB97M-V def2-TZVPD RIJCOSX def2/J DEFGRID3
* xyz 1 3
C -0.078 -0.720 0.556
N 0.828 3.250 -0.802
N 0.541 1.451 0.662
N -0.489 -1.790 -0.075
N 0.152 0.472 -0.025
H 0.100 -0.760 1.628
H 1.136 3.919 -0.093
H -0.633 -2.657 0.435
H -0.674 -1.815 -1.071
H 0.004 0.578 -1.045
*
```

<S²>: 2.082
LUMO energy (alpha / beta): -6.69 / -6.69 eV
Frontier orbital gap (alpha / beta): 6.411 / 7.524 eV
Total energy: -7064.1390 eV
E_HOMO (alpha / beta): -13.1 / -14.2 eV



[2]
Below is C32H40BrCl2N4RuSeSi as an isolated structure, with properties calculated with ωB97M-V/def2-TZVPD.

Geometry as ORCA input:
```
! wB97M-V def2-TZVPD RIJCOSX def2/J DEFGRID3
* xyz -2 2
Ru -0.568 0.735 -3.103
C 3.488 0.274 -1.163
C 2.149 0.641 -1.416
N 1.516 0.340 -2.520
C 2.195 -0.329 -3.508
C 3.542 -0.756 -3.333
C 4.168 -0.443 -2.125
C 4.167 -1.430 -4.420
C 3.505 -1.629 -5.588
C 2.149 -1.181 -5.799
C 1.436 -1.351 -6.973
C 0.095 -0.879 -7.027
C -0.464 -0.254 -5.947
N 0.229 -0.041 -4.803
C 1.513 -0.520 -4.713
H 3.953 0.561 -0.230
H 1.583 1.209 -0.685
H 5.197 -0.752 -1.963
H 5.195 -1.762 -4.310
H 4.004 -2.130 -6.413
H 1.892 -1.847 -7.823
H -0.499 -1.002 -7.924
H -1.478 0.132 -5.908
C -0.513 -2.404 5.337
C -0.369 -2.477 3.809
C 0.773 -3.449 3.482
C -1.644 -3.115 3.233
Si -0.030 -0.742 3.031
Br -0.387 -0.962 0.834
C 1.813 -0.206 3.206
C 2.326 -0.347 4.648
C 2.734 -1.026 2.287
C 1.984 1.260 2.779
C -1.269 0.602 3.633
C -0.904 1.135 5.027
C -2.696 0.040 3.696
C -1.331 1.791 2.658
H -0.610 -3.421 5.737
H -1.405 -1.853 5.637
H 0.349 -1.942 5.821
H 0.499 -4.449 3.838
H 1.707 -3.174 3.972
H 0.951 -3.516 2.407
H -1.790 -4.096 3.702
H -1.558 -3.267 2.157
H -2.541 -2.527 3.415
H 2.353 -1.388 4.976
H 1.730 0.219 5.367
H 3.352 0.036 4.700
H 2.746 -2.087 2.525
H 3.759 -0.652 2.402
H 2.461 -0.918 1.237
H 1.487 1.956 3.455
H 1.615 1.439 1.768
H 3.052 1.507 2.785
H -0.858 0.350 5.785
H -1.669 1.853 5.344
H 0.050 1.663 5.027
H -2.817 -0.718 4.471
H -3.006 -0.381 2.737
H -3.385 0.859 3.929
H -0.382 2.307 2.534
H -2.051 2.519 3.046
H -1.677 1.488 1.670
C -1.054 -0.881 -2.444
H -0.426 -1.786 -2.441
H -2.025 -1.028 -1.955
Cl -4.236 2.244 -6.078
C -4.249 2.515 -4.341
C -5.314 3.187 -3.804
C -5.401 3.433 -2.424
C -4.348 2.984 -1.629
C -3.289 2.317 -2.192
Cl -1.984 1.785 -1.125
C -3.136 1.953 -3.581
N -2.221 1.200 -4.102
H -6.096 3.528 -4.473
H -6.236 3.975 -2.000
H -4.345 3.164 -0.559
Se 1.528 5.247 -1.749
C 0.754 3.805 -2.524
N 0.262 2.865 -2.993
*
```

<S²>: 0.782
LUMO energy (alpha / beta): 3.55 / 3.55 eV
Frontier orbital gap (alpha / beta): 3.221 / 3.793 eV
Total energy: -210688.8252 eV
E_HOMO (alpha / beta): 0.3 / -0.2 eV



[3]
Below is a 8-piece molecular cluster, C44H67ClFIN10O2PS overall in a non-equilibrium geometry, with properties calculated with ωB97M-V/def2-TZVPD.

Geometry as ORCA input:
```
! wB97M-V def2-TZVPD RIJCOSX def2/J DEFGRID3
* xyz 1 1
C -4.614 0.488 -0.147
C -3.712 1.604 -0.829
O -2.299 1.331 -0.824
C -1.749 1.314 0.485
C -0.817 2.589 0.792
O -1.700 3.645 1.219
C -1.521 4.080 2.538
I 0.530 4.947 2.668
C -1.574 2.984 3.672
N -2.941 2.786 4.288
C -2.722 1.747 5.319
C -4.038 0.827 5.348
C -4.209 0.000 3.984
Cl -4.399 -1.777 4.456
C -3.372 4.097 4.814
C -4.526 4.081 5.875
C -4.532 5.364 6.845
F -5.827 3.883 5.295
C -3.700 4.981 3.496
C -4.252 6.434 3.775
C -5.758 6.669 4.074
C -7.018 6.124 3.302
N -6.007 7.459 5.080
P -4.721 3.895 2.333
S -5.087 4.944 0.700
N -2.409 5.258 2.735
H -5.276 1.025 0.609
H -3.977 -0.211 0.483
H -5.286 -0.071 -0.847
H -4.019 1.649 -1.919
H -3.876 2.610 -0.351
H -2.504 1.286 1.322
H -1.057 0.419 0.587
H -0.341 2.921 -0.179
H -0.066 2.223 1.541
H -1.094 2.002 3.392
H -0.933 3.382 4.529
H -2.604 2.157 6.362
H -1.872 1.040 5.134
H -4.983 1.419 5.482
H -3.978 0.092 6.195
H -5.174 0.256 3.452
H -3.348 0.129 3.275
H -2.490 4.640 5.309
H -4.458 3.230 6.619
H -5.586 5.738 6.899
H -3.772 6.132 6.557
H -4.264 5.043 7.901
H -3.615 6.894 4.595
H -4.001 7.056 2.852
H -7.982 6.619 3.639
H -7.198 5.018 3.414
H -6.915 6.438 2.216
H -7.015 7.571 5.206
H -3.991 2.733 1.895
H -5.945 3.420 2.875
H -2.584 5.691 1.808
H -1.914 5.970 3.304
N 2.443 -2.886 1.404
C 1.838 -2.749 0.183
C 0.543 -2.349 0.396
C 0.361 -2.235 1.797
C 1.552 -2.569 2.393
H 3.395 -3.173 1.551
H 2.380 -2.949 -0.728
H -0.193 -2.159 -0.372
H -0.541 -1.940 2.313
H 1.840 -2.612 3.431
N 4.408 -3.165 -2.808
C 4.915 -2.865 -4.044
C 4.314 -3.693 -4.959
C 3.406 -4.520 -4.251
C 3.483 -4.170 -2.927
H 4.672 -2.716 -1.948
H 5.658 -2.092 -4.164
H 4.506 -3.704 -6.021
H 2.768 -5.285 -4.665
H 2.963 -4.549 -2.062
N 2.773 -1.721 -6.901
C 3.125 -1.613 -8.219
C 2.178 -0.843 -8.848
C 1.223 -0.468 -7.871
C 1.618 -1.022 -6.679
H 3.288 -2.236 -6.201
H 4.014 -2.094 -8.594
H 2.174 -0.579 -9.894
H 0.344 0.141 -8.023
H 1.178 -0.980 -5.695
N 1.626 -0.222 -2.631
C 2.956 0.095 -2.563
C 3.064 1.374 -2.077
C 1.748 1.841 -1.836
C 0.883 0.835 -2.185
H 1.252 -1.097 -2.957
H 3.709 -0.614 -2.867
H 3.985 1.911 -1.910
H 1.467 2.809 -1.449
H -0.195 0.781 -2.155
N -2.071 -3.743 6.430
C -1.823 -5.033 6.813
C -0.546 -5.088 7.313
C -0.005 -3.780 7.232
C -0.971 -2.972 6.686
H -2.929 -3.412 6.023
H -2.574 -5.799 6.697
H -0.055 -5.969 7.694
H 0.980 -3.466 7.541
H -0.969 -1.917 6.457
N 9.901 -3.178 -1.179
C 8.575 -3.090 -0.854
C 7.844 -3.395 -1.975
C 8.765 -3.684 -3.014
C 10.026 -3.544 -2.492
H 10.665 -3.001 -0.551
H 8.267 -2.817 0.143
H 6.768 -3.411 -2.041
H 8.530 -3.963 -4.029
H 10.998 -3.671 -2.940
N 4.079 -5.282 -12.156
C 3.395 -4.331 -11.447
C 3.334 -4.743 -10.139
C 4.011 -5.986 -10.055
C 4.463 -6.291 -11.315
H 4.271 -5.244 -13.141
H 3.011 -3.448 -11.932
H 2.856 -4.209 -9.332
H 4.153 -6.589 -9.171
H 5.021 -7.137 -11.684
*
```

LUMO energy: -3.68 eV
Frontier orbital gap: 5.332 eV
Total energy: -109163.2480 eV
E_HOMO: -9.0 eV



[4]
Below is a 2-piece molecular cluster, C3H3NS2 overall in a non-equilibrium geometry, with properties calculated with ωB97M-V/def2-TZVPD.

Geometry as ORCA input:
```
! wB97M-V def2-TZVPD RIJCOSX def2/J DEFGRID3
* xyz 0 1
C -3.528 -0.198 0.215
C -0.137 1.544 -0.325
C 0.726 0.558 -0.342
N -2.328 -0.436 0.301
S -4.951 -0.132 -0.304
S -1.112 2.637 0.159
H 1.802 0.539 -0.386
H 0.107 -0.433 -0.264
H -1.701 -0.015 0.940
*
```

SMILES: C=C=S.N=C=S
LUMO energy: -0.26 eV
Frontier orbital gap: 8.505 eV
Total energy: -26317.6680 eV
E_HOMO: -8.8 eV



[5]
Below is C22H30Cl3F5MgN4O2 as an isolated structure in a non-equilibrium geometry, with properties calculated with ωB97M-V/def2-TZVPD.

Geometry as ORCA input:
```
! wB97M-V def2-TZVPD RIJCOSX def2/J DEFGRID3
* xyz 0 1
Mg -0.417 -0.291 -0.110
C -3.483 -1.189 -0.208
N -2.260 -1.683 0.513
C -2.595 -1.766 1.973
C -1.891 -3.021 0.027
C -0.981 -2.973 -1.204
N 0.302 -2.281 -0.952
C 1.092 -2.918 0.105
C 1.057 -2.283 -2.213
H -4.354 -1.828 -0.038
H -3.271 -1.246 -1.295
H -3.698 -0.156 0.078
H -3.391 -2.504 2.135
H -2.910 -0.762 2.342
H -1.707 -2.064 2.519
H -2.780 -3.631 -0.264
H -1.338 -3.540 0.840
H -1.452 -2.504 -2.070
H -0.834 -4.043 -1.473
H 1.169 -4.010 0.002
H 0.691 -2.690 1.096
H 2.111 -2.510 0.154
H 1.193 -3.274 -2.639
H 2.042 -1.872 -1.999
H 0.558 -1.674 -2.959
N 3.502 -0.138 0.824
C 3.551 1.197 1.403
C 4.094 2.251 0.396
C 3.018 2.873 -0.547
C 1.954 1.888 -1.116
N 0.656 1.781 -0.387
H 3.135 -0.796 1.505
H 4.414 -0.444 0.515
H 4.170 1.249 2.318
H 2.560 1.490 1.761
H 4.892 1.854 -0.237
H 4.496 3.071 1.013
H 3.586 3.283 -1.385
H 2.544 3.760 -0.086
H 2.380 0.884 -1.191
H 1.714 2.222 -2.146
H 0.020 2.457 -0.786
H 0.871 2.075 0.577
Cl -0.040 2.167 6.928
C -0.030 1.287 5.460
C -0.838 1.670 4.379
C -0.634 1.094 3.158
Cl -1.591 1.750 1.859
C 0.287 0.039 2.948
O 0.445 -0.486 1.771
C 0.983 -0.404 4.122
Cl 2.132 -1.698 4.096
C 0.854 0.234 5.343
H -1.615 2.404 4.491
H 1.437 -0.057 6.200
F -3.028 3.026 -6.011
C -2.518 2.344 -4.989
C -2.885 2.677 -3.675
F -3.764 3.698 -3.411
C -2.442 1.863 -2.655
F -2.797 2.160 -1.380
C -1.645 0.688 -2.894
O -1.237 -0.097 -1.934
C -1.392 0.352 -4.255
F -0.760 -0.826 -4.531
C -1.818 1.154 -5.275
F -1.514 0.718 -6.538
*
```

LUMO energy: 0.41 eV
Frontier orbital gap: 8.272 eV
Total energy: -89958.5812 eV
E_HOMO: -7.9 eV



[6]
Below is one molecule with the formula C17H24O4, with properties calculated with ωB97M-V/def2-TZVPD.

Geometry as ORCA input:
```
! wB97M-V def2-TZVPD RIJCOSX def2/J DEFGRID3
* xyz 0 1
C 0.682 -4.238 1.755
H 0.988 -4.418 2.783
H 0.207 -5.141 1.381
H 1.566 -4.028 1.161
C -0.266 -3.045 1.699
H 0.199 -2.213 2.230
H -1.207 -3.295 2.192
C -0.567 -2.556 0.269
C -1.139 -3.703 -0.579
H -0.375 -4.455 -0.751
H -1.979 -4.159 -0.061
H -1.484 -3.341 -1.545
C -1.581 -1.376 0.314
H -1.927 -1.217 1.333
H -2.462 -1.641 -0.274
C -0.984 -0.092 -0.298
C 0.107 0.522 0.574
C 0.033 0.412 1.956
C 0.993 0.937 2.803
C 2.071 1.611 2.271
C 2.143 1.799 0.904
C 1.164 1.294 0.055
O 1.170 1.556 -1.286
C 2.191 2.349 -1.836
H 2.221 3.347 -1.384
H 1.942 2.444 -2.893
H 3.173 1.875 -1.737
H 2.973 2.358 0.502
H 2.846 2.010 2.909
H 0.893 0.814 3.871
H -0.806 -0.090 2.410
C -0.508 -0.549 -1.686
H -0.209 0.283 -2.314
C 0.655 -1.534 -1.515
O 0.688 -2.123 -0.236
H 0.616 -2.308 -2.297
H 1.613 -1.017 -1.600
H -1.351 -1.041 -2.176
C -2.121 0.954 -0.442
C -1.638 2.215 -1.105
O -1.626 2.426 -2.288
O -1.229 3.127 -0.212
H -0.897 3.916 -0.667
H -2.500 1.204 0.550
H -2.920 0.534 -1.054
*
```

SMILES: CC[C@@]1(C)C[C@@](CC(=O)O)(c2ccccc2OC)CCO1
LUMO energy: 0.68 eV
Frontier orbital gap: 9.050 eV
Total energy: -26208.6561 eV
E_HOMO: -8.4 eV



[7]
Below is one molecule with the formula C3H3ClS in a non-equilibrium geometry, with properties calculated with ωB97M-V/def2-TZVPD.

Geometry as ORCA input:
```
! wB97M-V def2-TZVPD RIJCOSX def2/J DEFGRID3
* xyz 0 1
C 0.051 0.112 -0.417
C -1.298 -0.069 -0.075
C 1.151 0.191 0.431
H -1.826 -0.069 0.939
H -1.980 -0.417 -0.907
H 2.155 0.304 0.054
S 1.152 0.017 2.060
Cl 0.594 -0.070 -2.083
*
```

SMILES: C=C(Cl)C=S
LUMO energy: -1.46 eV
Frontier orbital gap: 7.586 eV
Total energy: -26515.3535 eV
E_HOMO: -9.0 eV



[8]
Below is a 2-piece molecular cluster, C2H8NS overall in a non-equilibrium geometry, with properties calculated with ωB97M-V/def2-TZVPD.

Geometry as ORCA input:
```
! wB97M-V def2-TZVPD RIJCOSX def2/J DEFGRID3
* xyz -1 1
S -1.386 0.189 -2.721
H -1.833 1.447 -2.264
C 0.876 0.403 1.435
C -0.169 -0.092 0.401
N 0.539 -0.858 -0.635
H 0.986 1.591 1.456
H 1.799 -0.143 1.204
H 0.611 -0.015 2.483
H -0.727 0.883 -0.015
H -1.019 -0.840 0.760
H -0.049 -0.664 -1.550
H 0.372 -1.901 -0.554
*
```

LUMO energy: 4.24 eV
Frontier orbital gap: 7.085 eV
Total energy: -14528.7966 eV
E_HOMO: -2.8 eV



Among the records above, which one has the highest total energy? CH5N4



Number 1 is which compound? CH5N4



Among the records above, which one has the highest total energy? CH5N4